[1]
DFT (ωB97M-V/def2-TZVPD) results for an isolated molecule of C3H2S2 in a non-equilibrium geometry.

Geometry (Å):
C -0.46 -0.96 -0.31
C 0.65 -1.58 -0.11
C 0.55 0.23 0.13
S -2.08 -0.13 -0.32
S -0.75 1.47 -0.23
H 0.66 0.27 1.26
H 1.44 0.70 -0.42

LUMO energy: -0.41 eV
Multiplicity: 1
Energy relative to the best compared isomer or geometry (same formula, charge and spin): 3.252 eV
Total energy: -24808.22821 eV
HOMO level: -8.535 eV
HOMO-LUMO gap: 8.124 eV

[2]
DFT (ωB97M-V/def2-TZVPD) results for the ion C4H10NS with charge +1 in a non-equilibrium geometry.

Geometry (Å):
C -2.68 0.18 -0.66
C -0.06 0.11 -0.14
C 2.30 -0.54 0.52
C 1.34 -0.16 -0.55
N -0.37 0.55 1.02
S -1.15 -0.59 -1.24
H -3.38 -0.55 -0.66
H -2.91 0.91 -1.47
H 3.41 -0.83 0.15
H 1.89 -1.35 1.17
H 2.39 0.20 1.15
H 1.26 -1.04 -1.15
H 1.87 0.55 -1.26
H -1.38 0.58 1.15
H -2.67 0.74 0.39
H 0.15 1.23 1.58

LUMO energy: -4.49 eV
Multiplicity: 1
Charge: +1
Energy relative to the best compared isomer or geometry (same formula, charge and spin): 1.351 eV
Total energy: -16627.61468 eV
HOMO level: -14.744 eV
HOMO-LUMO gap: 10.250 eV

[3]
DFT (ωB97M-V/def2-TZVPD) results for a structure of composition C2H7N2S in a non-equilibrium geometry.

Geometry (Å):
N -1.68 -0.05 -0.18
C -1.23 -0.88 -1.18
N 0.03 -0.73 -1.61
H -2.60 0.37 -0.21
H -0.93 0.53 0.57
H -1.98 -1.47 -1.74
H 0.09 -0.95 -2.59
C 1.80 0.52 1.40
S 0.21 1.51 1.46
H 2.56 1.30 1.18
H 1.98 0.02 2.36
H 1.74 -0.18 0.54

LUMO energy: 4.15 eV
Multiplicity: 1
Charge: -1
Energy relative to the best compared isomer or geometry (same formula, charge and spin): 1.484 eV
Total energy: -16002.50633 eV
HOMO level: -2.729 eV
HOMO-LUMO gap: 6.877 eV

[4]
DFT (ωB97M-V/def2-TZVPD) results for a cluster of 10 separate species, H21O10 in total in a non-equilibrium geometry.

Geometry (Å):
O 0.07 2.02 -2.37
H -0.64 2.12 -2.99
H 0.68 2.76 -2.46
O -1.45 -2.52 -1.86
H -1.35 -3.44 -1.61
H -0.54 -2.18 -1.91
O -3.12 -1.66 1.87
H -2.52 -1.11 0.80
H -2.73 -2.52 1.96
O -0.24 1.16 0.27
H 0.64 0.82 0.46
H -0.22 1.68 -0.56
O 1.51 3.01 0.31
H 2.28 3.02 0.88
H 0.77 3.41 0.77
O 0.76 -0.91 -1.18
H 0.50 0.02 -1.05
H 1.68 -0.90 -1.50
O -2.17 -0.55 -0.07
H -1.44 0.09 0.25
H -1.60 -1.18 -0.58
O -1.80 0.20 3.11
H -1.88 0.91 2.49
H -1.14 0.43 3.76
O 2.46 0.38 1.52
H 2.32 0.18 2.43
O 3.64 -1.23 -1.81
H 3.89 -1.78 -1.06
H -3.14 -1.20 2.72
H 2.68 -0.27 0.86
H 4.26 -0.49 -1.81

LUMO energy: -2.82 eV
Multiplicity: 1
Charge: +1
Energy relative to the best compared isomer or geometry (same formula, charge and spin): 0.494 eV
Total energy: -20810.33384 eV
HOMO level: -14.206 eV
HOMO-LUMO gap: 11.389 eV

[5]
DFT (ωB97M-V/def2-TZVPD) results for a structure of composition C34H75AlF12N7O23S4 in a non-equilibrium geometry.

Geometry (Å):
Al -2.58 2.16 1.22
C -0.14 -0.89 -1.78
F 0.92 -1.46 -2.34
F -1.07 -0.68 -2.67
F -0.56 -1.67 -0.81
S 0.42 0.78 -1.05
O 1.82 0.81 -1.16
O -0.36 1.78 -1.71
N -0.25 0.70 0.55
S 0.98 0.13 1.38
O 1.37 -1.17 0.87
O 2.05 1.03 1.64
C 0.16 -0.30 3.00
F 0.97 -0.03 3.98
F -0.92 0.49 3.15
F -0.20 -1.57 3.06
C 0.25 6.03 1.75
F 1.29 6.63 2.29
F -0.86 6.36 2.43
F 0.08 6.43 0.49
S 0.52 4.14 1.75
O 0.12 3.71 0.44
O 1.86 3.99 2.17
N -0.64 3.62 2.82
S 0.07 3.67 4.25
O 0.99 2.57 4.40
O 0.52 4.96 4.69
C -1.30 3.20 5.44
F -1.92 2.11 4.98
F -0.77 2.94 6.64
F -2.19 4.20 5.53
C 0.76 5.12 -2.53
C 2.16 4.75 -2.94
C 2.78 3.73 -2.04
O 4.14 3.63 -2.44
C 4.78 2.49 -1.90
N 2.16 4.26 -4.35
H 3.14 4.15 -4.63
H 1.75 3.31 -4.51
H 1.72 4.97 -4.92
H 0.79 5.74 -1.63
H 0.18 4.22 -2.32
H 0.22 5.71 -3.28
H 2.78 5.65 -2.94
H 2.28 2.76 -2.12
H 2.75 4.08 -0.99
H 5.81 2.47 -2.25
H 4.27 1.56 -2.15
H 4.87 2.57 -0.81
C -2.35 4.26 -5.58
C -2.97 2.91 -5.32
C -2.94 2.05 -6.59
O -3.10 0.71 -6.17
C -3.05 -0.20 -7.25
N -2.09 2.19 -4.37
H -2.37 1.20 -4.38
H -1.11 2.29 -4.65
H -2.22 2.50 -3.40
H -2.92 4.80 -6.33
H -1.31 4.21 -5.92
H -2.28 4.92 -4.71
H -3.99 2.97 -4.98
H -1.96 2.14 -7.07
H -3.73 2.37 -7.27
H -3.42 -1.16 -6.91
H -2.05 -0.23 -7.68
H -3.69 0.10 -8.09
C -4.70 -3.36 -2.87
C -4.71 -3.03 -1.40
C -4.82 -4.22 -0.48
O -4.80 -3.66 0.84
C -5.40 -4.42 1.86
N -3.47 -2.25 -1.09
H -3.36 -2.00 -0.09
H -2.67 -2.87 -1.32
H -3.41 -1.37 -1.62
H -5.58 -3.96 -3.13
H -3.82 -3.94 -3.16
H -4.73 -2.50 -3.54
H -5.52 -2.33 -1.14
H -3.93 -4.87 -0.50
H -5.76 -4.75 -0.69
H -6.45 -4.67 1.63
H -5.41 -3.83 2.77
H -4.89 -5.38 2.05
C 4.33 -0.28 11.03
C 4.22 -0.10 9.54
C 2.80 -0.06 9.08
O 2.81 -0.12 7.69
C 1.61 0.44 7.12
N 5.03 1.11 9.14
H 5.23 1.74 9.93
H 5.93 0.89 8.71
H 4.50 1.74 8.51
H 5.36 -0.38 11.40
H 3.79 -1.18 11.32
H 3.88 0.54 11.59
H 4.72 -0.91 9.01
H 2.30 0.87 9.40
H 2.28 -0.90 9.54
H 1.56 1.50 7.39
H 0.74 -0.15 7.43
H 1.71 0.46 6.04
C 0.22 -4.88 0.67
C 1.37 -4.31 -0.15
C 2.68 -4.25 0.58
O 3.62 -3.59 -0.24
C 4.98 -3.95 -0.02
N 1.51 -5.07 -1.43
H 0.74 -4.85 -2.08
H 2.37 -4.80 -1.92
H 1.52 -6.08 -1.28
H -0.69 -4.80 0.06
H 0.08 -4.27 1.56
H 0.35 -5.96 0.78
H 1.03 -3.32 -0.43
H 3.00 -5.28 0.80
H 2.60 -3.72 1.54
H 5.25 -4.92 -0.45
H 5.15 -3.97 1.07
H 5.61 -3.15 -0.41
C -5.44 0.50 -2.44
C -4.52 1.02 -1.34
O -3.31 0.61 -1.36
O -4.99 1.78 -0.47
H -5.67 1.34 -3.10
H -6.37 0.08 -2.08
H -5.03 -0.24 -3.14
C -3.08 -1.98 3.71
C -3.22 -0.82 2.73
O -3.73 0.22 3.22
O -2.93 -0.95 1.52
H -4.04 -2.40 3.97
H -2.53 -1.60 4.57
H -2.46 -2.75 3.23
C -0.87 -3.65 -4.90
C -0.90 -4.52 -3.63
O -1.23 -3.91 -2.53
O -0.45 -5.71 -3.72
H -0.02 -3.86 -5.54
H -0.81 -2.60 -4.59
H -1.77 -3.77 -5.51
C 4.69 -0.69 1.28
C 6.08 -0.59 0.56
O 6.07 -0.56 -0.68
O 7.07 -0.64 1.30
H 3.86 -0.58 0.59
H 4.67 0.11 2.02
H 4.69 -1.67 1.74
C 0.51 -0.14 -5.61
C 1.00 1.25 -5.25
O 1.88 1.37 -4.36
O 0.41 2.27 -5.77
H -0.57 -0.09 -5.76
H 0.71 -0.82 -4.80
H 1.05 -0.51 -6.49

LUMO energy: -7.31 eV
Multiplicity: 1
Charge: +1
Total energy: -176530.01428 eV
HOMO level: -8.919 eV
HOMO-LUMO gap: 1.608 eV

[6]
DFT (ωB97M-V/def2-TZVPD) results for a structure of composition C3H7N2 in a non-equilibrium geometry.

Geometry (Å):
C 0.33 0.11 0.13
C -0.62 1.25 0.27
C -0.20 -1.34 0.11
N 2.99 -0.53 -0.44
N 1.52 0.41 -0.06
H -1.13 1.33 -0.71
H -1.35 1.02 1.07
H 0.08 2.06 0.32
H -0.68 -1.55 -0.92
H -1.01 -1.37 0.92
H 0.61 -2.03 0.14
H 3.46 0.10 0.17

LUMO energy (alpha / beta): -7.41 / -8.71 eV
Multiplicity: 1
Charge: +1
Energy relative to the best compared isomer or geometry (same formula, charge and spin): 6.460 eV
Total energy: -6191.05186 eV
HOMO level (alpha / beta): -16.770 / -17.146 eV
HOMO-LUMO gap (alpha / beta): 9.356 / 8.436 eV

[7]
DFT (ωB97M-V/def2-TZVPD) results for a structure of composition C36H35N6PTi in a non-equilibrium geometry.

Geometry (Å):
Ti 0.86 -0.22 -0.40
C 0.95 2.76 0.50
C 1.89 2.41 1.64
C 1.65 1.13 2.41
C 1.89 1.14 3.78
C 1.82 -0.03 4.51
C 1.50 -1.20 3.84
C 1.23 -1.13 2.49
N 1.28 0.00 1.77
N 1.11 1.93 -0.72
C 0.05 2.31 -1.69
C -0.02 1.33 -2.82
C -0.43 1.72 -4.09
C -0.50 0.77 -5.09
C -0.15 -0.54 -4.80
C 0.27 -0.84 -3.51
N 0.32 0.06 -2.53
C 2.44 2.08 -1.35
C 3.45 1.06 -0.86
C 4.80 1.37 -0.80
C 5.70 0.41 -0.36
C 5.21 -0.83 0.02
C 3.86 -1.06 -0.08
N 2.98 -0.16 -0.53
H -0.08 2.67 0.83
H 1.12 3.81 0.22
H 2.93 2.41 1.30
H 1.82 3.23 2.36
H 2.15 2.07 4.26
H 2.02 -0.03 5.57
H 1.45 -2.16 4.35
H 0.94 -2.02 1.95
H -0.90 2.32 -1.16
H 0.23 3.32 -2.07
H -0.68 2.75 -4.27
H -0.82 1.04 -6.09
H -0.17 -1.32 -5.55
H 0.55 -1.86 -3.25
H 2.32 1.93 -2.42
H 2.83 3.09 -1.21
H 5.13 2.36 -1.08
H 6.75 0.63 -0.30
H 5.87 -1.61 0.38
H 3.44 -2.02 0.22
N -1.54 -2.03 0.70
P -1.62 -0.34 0.31
C -3.17 -0.24 -0.61
C -4.40 -0.51 0.01
C -5.57 -0.49 -0.73
C -5.54 -0.17 -2.08
C -4.33 0.10 -2.70
C -3.15 0.07 -1.97
C -2.04 0.41 1.90
C -1.86 -0.23 3.12
C -2.13 0.43 4.31
C -2.59 1.74 4.29
C -2.78 2.39 3.08
C -2.51 1.73 1.89
C -0.68 -2.88 0.04
C -0.98 -4.25 -0.04
C -0.11 -5.08 -0.70
C 1.04 -4.56 -1.29
C 1.27 -3.22 -1.16
N 0.44 -2.36 -0.50
H -2.39 -2.48 1.02
H -4.44 -0.73 1.07
H -6.51 -0.70 -0.25
H -6.46 -0.15 -2.65
H -4.31 0.35 -3.76
H -2.21 0.26 -2.47
H -1.51 -1.26 3.15
H -2.00 -0.09 5.25
H -2.81 2.25 5.22
H -3.15 3.40 3.06
H -2.70 2.23 0.95
H -1.89 -4.62 0.40
H -0.33 -6.14 -0.78
H 1.74 -5.18 -1.83
H 2.14 -2.76 -1.60

LUMO energy (alpha / beta): -4.88 / -5.10 eV
Multiplicity: 3
Charge: +2
Energy relative to the best compared isomer or geometry (same formula, charge and spin): 0.000 eV
⟨S²⟩: 2.0070
Total energy: -79236.55820 eV
HOMO level (alpha / beta): -11.743 / -13.832 eV
HOMO-LUMO gap (alpha / beta): 6.860 / 8.737 eV

[8]
DFT (ωB97M-V/def2-TZVPD) results for the ion C11H26N3 with charge +1 in a non-equilibrium geometry.

Geometry (Å):
C 0.87 1.57 0.02
C -0.57 1.52 -0.30
C -0.49 -0.93 -0.71
C 3.90 0.96 -0.29
C 2.75 -0.42 1.48
C 2.95 -1.40 -0.78
C -3.21 1.03 1.15
C -3.21 0.45 -1.41
C -3.11 -1.29 0.30
C 2.75 -0.03 -0.04
C -2.70 0.10 -0.03
N 1.52 0.49 -0.52
N 0.01 -2.04 -0.08
N -1.13 0.13 -0.02
H 1.35 2.49 -0.41
H 1.09 1.77 1.09
H -1.22 2.14 0.20
H -0.51 1.67 -1.33
H -0.20 -0.82 -1.71
H 4.51 0.37 -0.96
H 3.41 1.80 -0.84
H 4.47 1.37 0.60
H 3.15 0.25 2.24
H 3.32 -1.29 1.53
H 1.80 -0.69 1.99
H 2.68 -1.10 -1.72
H 3.96 -1.71 -0.54
H 2.28 -2.05 -0.25
H -2.93 0.72 2.19
H -2.87 2.12 1.07
H -4.24 1.11 1.08
H -3.23 1.54 -1.63
H -4.17 -0.02 -1.48
H -2.65 -0.01 -2.28
H -2.67 -1.61 1.37
H -4.13 -1.18 0.44
H -2.99 -2.09 -0.44
H 0.03 -2.22 0.84
H 0.27 -2.77 -0.77
H -0.84 0.07 0.98

LUMO energy (alpha / beta): -3.53 / -2.80 eV
Multiplicity: 1
Charge: +1
Energy relative to the best compared isomer or geometry (same formula, charge and spin): 1.302 eV
Total energy: -16287.50824 eV
HOMO level (alpha / beta): -10.324 / -11.990 eV
HOMO-LUMO gap (alpha / beta): 6.790 / 9.194 eV

[9]
DFT (ωB97M-V/def2-TZVPD) results for a structure of composition C38H73Cl2GaNO8 in a non-equilibrium geometry.

Geometry (Å):
C 3.07 2.38 -0.94
C 2.14 3.23 -1.62
C 0.92 4.26 -2.09
Ga -0.65 4.15 -0.69
N -2.02 5.49 -1.00
C -1.35 2.18 -0.83
Cl -0.76 0.96 0.47
C -2.28 1.79 -1.97
C -2.82 0.22 -2.15
Cl -2.79 3.12 -3.22
H 3.56 1.66 -0.12
H 1.30 5.36 -2.26
H 0.46 3.86 -3.10
H 0.07 4.36 0.74
H -1.73 6.17 -1.76
H -2.31 6.00 -0.13
H -2.19 -0.54 -1.47
H -2.59 -0.12 -3.27
H -3.96 0.11 -1.88
C -8.52 -0.66 -2.73
C -8.43 -1.95 -1.95
C -6.93 -2.15 -1.84
O -6.34 -0.85 -1.82
C -7.34 0.12 -2.19
H -9.47 -0.14 -2.61
H -8.37 -0.87 -3.80
H -8.86 -1.81 -0.95
H -8.94 -2.79 -2.43
H -6.54 -2.69 -2.70
H -6.65 -2.70 -0.93
H -7.61 0.68 -1.29
H -6.92 0.81 -2.92
C 4.53 -1.72 3.08
C 5.76 -1.19 2.40
C 5.18 -0.40 1.25
O 3.90 0.09 1.68
C 3.56 -0.57 2.91
H 4.69 -1.99 4.13
H 4.16 -2.60 2.55
H 6.30 -0.51 3.08
H 6.46 -1.97 2.08
H 5.01 -1.04 0.37
H 5.81 0.44 0.95
H 3.66 0.16 3.72
H 2.52 -0.90 2.87
C 3.33 6.05 1.27
C 4.56 6.58 0.59
C 3.98 7.37 -0.57
O 2.70 7.85 -0.13
C 2.36 7.20 1.10
H 3.49 5.78 2.32
H 2.96 5.17 0.74
H 5.10 7.26 1.26
H 5.26 5.80 0.26
H 3.81 6.72 -1.44
H 4.61 8.20 -0.87
H 2.46 7.93 1.91
H 1.32 6.86 1.06
C 3.98 -0.70 -5.32
C 3.96 0.60 -4.56
C 4.47 0.19 -3.20
O 5.36 -0.91 -3.41
C 5.22 -1.37 -4.76
H 4.01 -0.58 -6.40
H 3.09 -1.29 -5.06
H 4.66 1.31 -5.02
H 2.97 1.07 -4.52
H 3.65 -0.16 -2.56
H 5.00 1.00 -2.69
H 6.11 -1.07 -5.31
H 5.15 -2.46 -4.78
C 0.57 -3.70 -0.53
C -0.09 -5.02 -0.83
C -1.55 -4.62 -0.93
O -1.58 -3.27 -1.41
C -0.25 -2.73 -1.35
H 1.63 -3.68 -0.78
H 0.47 -3.47 0.54
H 0.26 -5.40 -1.80
H 0.09 -5.79 -0.07
H -2.04 -4.64 0.05
H -2.11 -5.27 -1.61
H 0.13 -2.66 -2.37
H -0.28 -1.73 -0.91
C -6.37 -0.24 2.00
C -5.65 -1.33 2.75
C -6.74 -1.89 3.64
O -7.98 -1.71 2.93
C -7.75 -0.85 1.81
H -5.89 0.04 1.06
H -6.44 0.65 2.63
H -5.31 -2.10 2.05
H -4.78 -0.98 3.32
H -6.81 -1.33 4.58
H -6.60 -2.95 3.87
H -7.79 -1.46 0.90
H -8.53 -0.09 1.76
C -6.49 0.07 8.66
C -6.63 -1.16 9.52
C -6.73 -2.26 8.48
O -5.98 -1.82 7.34
C -5.66 -0.43 7.51
H -6.04 0.92 9.18
H -7.48 0.38 8.31
H -5.72 -1.30 10.12
H -7.48 -1.14 10.20
H -7.77 -2.41 8.16
H -6.33 -3.21 8.84
H -4.59 -0.36 7.73
H -5.86 0.11 6.58
C 9.27 -3.31 -3.74
C 10.44 -3.03 -4.65
C 9.87 -2.01 -5.60
O 8.88 -1.27 -4.87
C 8.62 -1.95 -3.63
H 9.56 -3.73 -2.77
H 8.59 -4.02 -4.23
H 11.26 -2.59 -4.07
H 10.83 -3.92 -5.15
H 9.37 -2.49 -6.45
H 10.63 -1.32 -5.99
H 9.07 -1.36 -2.83
H 7.54 -2.01 -3.47

LUMO energy: 2.19 eV
Multiplicity: 1
Charge: -1
Total energy: -135871.81079 eV
HOMO level: -4.712 eV
HOMO-LUMO gap: 6.905 eV

[10]
DFT (ωB97M-V/def2-TZVPD) results for an isolated molecule of C4H9NO in a non-equilibrium geometry.

Geometry (Å):
C 2.47 0.54 -0.26
O 1.08 0.45 -0.16
C 0.65 -0.89 -0.04
C -0.81 -1.02 0.05
C -2.71 0.24 0.37
N -1.38 0.13 -0.18
H 2.83 -0.02 -1.14
H 2.95 0.13 0.64
H 2.72 1.59 -0.36
H 1.05 -1.35 0.87
H 0.95 -1.50 -0.91
H -2.92 -0.83 0.50
H -2.60 0.85 1.28
H -3.42 0.73 -0.29
H -0.86 0.98 -0.37

LUMO energy: 1.00 eV
Multiplicity: 1
Energy relative to the best compared isomer or geometry (same formula, charge and spin): 3.645 eV
Total energy: -7828.67472 eV
HOMO level: -8.239 eV
HOMO-LUMO gap: 9.236 eV

[11]
DFT (ωB97M-V/def2-TZVPD) results for an isolated molecule of C3H3P3 in a non-equilibrium geometry.

Geometry (Å):
C -0.48 0.93 -1.36
C 0.26 0.41 -0.39
C 1.03 -0.66 0.29
P -0.27 -1.45 1.58
P -1.91 -0.17 1.39
P -0.94 1.60 0.42
H -0.92 1.11 -2.41
H 1.32 -1.41 -0.35
H 1.92 -0.37 0.84

LUMO energy: -1.05 eV
Multiplicity: 1
Energy relative to the best compared isomer or geometry (same formula, charge and spin): 1.015 eV
Total energy: -31022.40523 eV
HOMO level: -8.324 eV
HOMO-LUMO gap: 7.269 eV